(1)
# C20H22ClN3O2

One molecule with the formula C20H22ClN3O2 (the ωB97M-V functional and the def2-TZVPD basis, the OMol25 dataset).

## Properties
SMILES: Cc1ccc(CNC(=O)[C@@H]2CCCN2C(=O)Nc2cccc(Cl)c2)cc1
Frontier orbital gap: 9.0 eV
Charge: 0
Electronic energy: -1550.35114 Eh
Highest occupied orbital energy: -8.46 eV
2S+1: 1
E_LUMO: 0.50 eV
Energy above the lowest of the compared OMol25 structures with the same formula, charge and spin: 0.0 kJ/mol

Structure (XYZ):
```
48
Properties=species:S:1:pos:R:3:forces:R:3:nbo_charge:R:1
C -3.017 -1.345 2.123 -0.01 0.03 -0.06 -0.6339
C -1.806 -1.735 1.332 -0.03 -0.07 0.01 -0.0082
C -1.940 -2.433 0.138 -0.01 0.01 0.10 -0.2043
C -0.830 -2.796 -0.601 0.10 -0.05 0.05 -0.2300
C 0.446 -2.481 -0.157 0.01 -0.12 -0.04 0.0329
C 1.669 -2.778 -0.988 0.08 0.00 0.10 -0.2619
N 2.131 -1.526 -1.565 -0.14 -0.28 -0.37 -0.6184
C 3.082 -0.787 -0.967 -0.01 0.35 -0.59 0.6745
O 3.904 -1.218 -0.183 0.23 -0.10 0.40 -0.6456
C 2.994 0.708 -1.347 0.15 -0.20 -0.21 -0.1294
C 4.204 1.495 -0.863 -0.10 -0.18 0.05 -0.4048
C 3.870 1.743 0.607 0.01 0.03 0.02 -0.4120
C 2.358 1.981 0.601 -0.03 0.28 0.35 -0.2256
N 1.887 1.279 -0.580 0.21 -0.01 0.00 -0.4345
C 0.601 1.105 -0.970 0.02 0.19 0.16 0.8152
O 0.318 0.501 -1.994 -0.30 -0.05 -0.36 -0.6879
N -0.337 1.670 -0.135 0.38 0.27 0.24 -0.6354
C -1.720 1.534 -0.187 -0.46 -0.07 -0.11 0.2620
C -2.483 2.284 0.709 0.10 -0.03 -0.04 -0.2734
C -3.860 2.182 0.712 0.01 -0.05 -0.04 -0.1854
C -4.506 1.328 -0.165 -0.07 -0.04 -0.06 -0.2740
C -3.740 0.580 -1.045 0.12 0.30 0.31 -0.0061
Cl -4.520 -0.510 -2.133 -0.12 -0.18 -0.17 0.0075
C -2.360 0.673 -1.073 0.02 -0.07 -0.13 -0.3021
C 0.584 -1.776 1.032 0.05 -0.04 -0.04 -0.2396
C -0.528 -1.408 1.765 -0.02 0.01 -0.01 -0.2131
H -3.557 -0.547 1.613 -0.08 0.07 0.01 0.2276
H -2.740 -0.995 3.114 -0.03 0.03 0.09 0.2110
H -3.693 -2.192 2.226 -0.09 -0.03 0.06 0.2185
H -2.928 -2.688 -0.218 -0.14 -0.03 -0.06 0.2135
H -0.956 -3.331 -1.531 -0.01 -0.07 -0.12 0.2103
H 1.439 -3.479 -1.793 0.04 -0.02 0.12 0.2031
H 2.481 -3.174 -0.374 -0.11 -0.04 -0.13 0.2356
H 1.426 -1.017 -2.094 0.19 0.08 0.17 0.4329
H 2.795 0.813 -2.417 0.03 -0.02 0.12 0.2358
H 5.119 0.919 -0.979 0.02 0.03 -0.04 0.2420
H 4.292 2.434 -1.411 -0.03 0.00 -0.05 0.2085
H 4.415 2.585 1.029 -0.02 0.02 0.05 0.2174
H 4.105 0.845 1.176 -0.01 0.05 0.01 0.2371
H 1.890 1.588 1.510 -0.01 0.07 -0.03 0.2021
H 2.134 3.053 0.514 -0.03 -0.06 0.08 0.1880
H 0.000 2.247 0.620 0.02 -0.12 -0.09 0.3994
H -1.990 2.950 1.404 0.06 0.08 0.07 0.2052
H -4.438 2.771 1.407 -0.04 0.05 0.06 0.2197
H -5.581 1.240 -0.166 -0.10 -0.02 -0.02 0.2291
H -1.784 0.090 -1.770 -0.02 -0.04 -0.01 0.2731
H 1.574 -1.520 1.383 0.15 0.02 0.05 0.2192
H -0.403 -0.864 2.692 0.00 0.04 0.11 0.2042
```
Positions in Å, forces in eV/Å.

(2)
# C22H46Cl2IO6P

C22H46Cl2IO6P as an isolated structure at a distorted geometry (the ωB97M-V functional and the def2-TZVPD basis, the OMol25 dataset).

## Properties
Frontier orbital gap: 3.5 eV
Charge: -2
Electronic energy: -2876.33586 Eh
Highest occupied orbital energy: -0.80 eV
2S+1: 1
E_LUMO: 2.75 eV

Structure (XYZ):
```
78
Properties=species:S:1:pos:R:3:forces:R:3:mulliken_charge:R:1
C 3.421 -1.587 9.092 -2.39 7.41 -1.46 -0.7798
C 2.957 -0.329 8.673 3.44 -10.04 3.11 0.1012
P 2.337 1.371 8.016 0.08 2.89 3.16 0.0392
I 3.286 0.957 5.736 2.25 -0.66 -1.48 -0.4088
C 1.651 1.933 9.751 -3.11 1.10 4.35 0.3959
O 2.433 1.749 10.830 -3.38 0.98 -4.65 -0.6880
O 0.306 2.532 9.765 6.46 -2.72 -0.01 -0.7328
C 0.689 0.755 7.358 -5.13 -3.09 -0.35 -0.1650
Cl 0.300 1.358 5.596 -0.79 -0.31 2.05 -0.1800
C -0.349 -0.090 7.933 3.54 2.00 -0.48 0.2077
C -0.183 -0.742 9.397 -2.09 -1.54 0.53 -0.8780
Cl -1.931 -0.452 6.957 1.90 0.26 1.47 -0.3008
H 3.873 -2.456 9.775 -1.30 2.57 -1.96 0.2341
H 1.999 2.722 7.556 -0.26 -0.68 -0.37 0.1935
H 3.617 1.911 8.476 -0.16 -0.71 -0.49 0.2352
H -1.181 -1.380 9.565 1.90 1.30 -0.45 0.2840
H 0.663 -1.577 9.509 -1.50 2.35 -0.59 0.1792
H -0.203 0.004 10.320 0.52 -1.12 -2.44 0.2604
C 0.941 1.135 -0.785 -0.18 0.13 -0.06 -0.3560
C 1.537 0.891 0.592 -0.17 0.17 0.20 -0.4736
O 0.911 1.650 1.624 0.07 0.08 -0.27 -0.3899
C -0.483 1.422 1.823 0.14 -0.11 0.18 -0.2442
C -0.813 -0.016 2.188 0.15 -0.20 0.08 -1.0435
H 1.002 2.199 -1.045 0.06 -0.14 0.00 -0.0357
H 1.481 0.556 -1.542 -0.01 0.07 0.06 0.4096
H -0.111 0.847 -0.832 0.04 -0.11 -0.04 -0.0139
H 2.589 1.190 0.577 -0.16 0.09 0.25 0.3530
H 1.523 -0.173 0.844 -0.07 -0.06 -0.04 0.3338
H -1.047 1.747 0.943 -0.07 -0.06 -0.15 0.1689
H -0.793 2.075 2.647 0.32 -0.06 -0.10 0.4615
H -0.531 -0.714 1.397 -0.11 0.04 -0.10 0.1526
H -1.888 -0.125 2.366 0.10 0.05 0.02 0.4192
H -0.275 -0.314 3.094 -0.13 0.16 -0.06 0.2794
C -0.440 5.119 -0.138 -0.09 -0.10 -0.01 -0.9789
C 0.676 5.513 -1.092 -0.14 -0.12 0.17 -0.4520
O 0.381 5.229 -2.458 -0.06 0.03 -0.31 -0.4370
C -0.764 5.876 -3.008 0.22 -0.10 0.14 -0.3198
C -0.678 7.392 -2.970 0.09 0.15 0.04 -1.0153
H -0.667 4.050 -0.234 0.12 0.18 0.08 0.2199
H -0.148 5.326 0.897 -0.01 -0.11 -0.17 0.4244
H -1.362 5.668 -0.340 0.02 0.08 0.05 0.3166
H 1.572 4.939 -0.838 -0.12 0.01 -0.26 0.3482
H 0.942 6.567 -0.974 -0.05 0.08 0.02 0.3666
H -1.673 5.519 -2.512 -0.02 0.09 0.06 0.2980
H -0.835 5.552 -4.053 0.19 -0.10 0.20 0.3180
H -0.612 7.773 -1.948 -0.10 -0.03 -0.06 0.2668
H -1.562 7.835 -3.437 0.08 -0.06 0.03 0.3829
H 0.212 7.738 -3.506 -0.12 -0.06 0.03 0.2742
C -1.759 -1.820 -4.067 -0.06 0.10 -0.11 -0.9068
C -1.163 -2.065 -2.689 -0.14 0.18 0.02 -0.3397
O -1.789 -1.306 -1.658 0.01 0.02 0.00 -0.3430
C -3.183 -1.534 -1.458 0.16 -0.01 0.06 -0.3517
C -3.513 -2.971 -1.093 0.08 -0.16 0.06 -1.0910
H -1.698 -0.757 -4.327 0.04 -0.17 0.07 0.2856
H -1.219 -2.400 -4.824 -0.03 0.05 0.09 0.2288
H -2.811 -2.109 -4.114 0.03 -0.08 -0.02 0.2694
H -0.111 -1.766 -2.704 -0.17 0.10 0.22 0.3236
H -1.177 -3.129 -2.437 -0.07 -0.08 -0.04 0.2744
H -3.747 -1.209 -2.338 -0.03 -0.08 -0.06 0.2998
H -3.493 -0.881 -0.634 0.30 -0.03 -0.15 0.3726
H -3.231 -3.670 -1.884 -0.10 0.04 -0.02 0.2499
H -4.588 -3.081 -0.915 0.11 0.04 0.00 0.3962
H -2.975 -3.269 -0.187 -0.10 0.09 -0.10 0.2960
C 2.192 -5.174 -5.727 0.09 0.14 -0.01 -1.0465
C 0.704 -5.470 -5.830 0.10 0.13 -0.01 -0.3327
O -0.021 -4.485 -6.563 -0.09 0.06 -0.04 -0.3672
C 0.369 -4.290 -7.920 -0.06 -0.05 0.13 -0.3734
C 0.234 -5.540 -8.773 -0.06 -0.17 -0.01 -1.0284
H 2.357 -4.196 -5.260 -0.05 -0.21 -0.03 0.2797
H 2.692 -5.940 -5.126 -0.10 0.12 -0.05 0.3890
H 2.672 -5.153 -6.707 0.01 -0.09 0.02 0.2652
H 0.279 -5.485 -4.821 -0.12 0.16 -0.21 0.3479
H 0.527 -6.462 -6.253 0.06 -0.05 -0.06 0.2903
H 1.386 -3.888 -7.966 0.04 -0.08 -0.03 0.3280
H -0.289 -3.513 -8.327 0.03 -0.10 0.30 0.3224
H 0.875 -6.350 -8.417 0.04 0.07 -0.07 0.2619
H 0.509 -5.325 -9.810 -0.04 0.00 0.12 0.3773
H -0.798 -5.907 -8.754 0.12 0.09 -0.02 0.2918
```
Positions in Å, forces in eV/Å.